DFT (wB97M-V/def2-TZVPD) results for a structure of composition C28H36N3O3Tl at a distorted geometry.

Each line ends with the Mulliken charge.
Atoms and positions in Å:
Tl  -1.09264  0.30976  -1.23782  1.766
C  -3.76806  -1.65919  -0.14472  -0.816
O  -3.59632  -0.41782  -0.84894  -0.260
C  -4.38114  0.64833  -0.32251  -0.503
C  -3.59284  1.40432  0.72190  -0.550
O  -2.39482  1.98451  0.19131  -0.273
C  -2.51169  3.28489  -0.40476  -0.587
C  -2.43720  3.24619  -1.90577  -0.581
O  -1.16747  2.70998  -2.26151  -0.282
C  -0.88132  2.82878  -3.66453  -0.879
H  -4.80159  -1.99245  -0.23507  0.361
H  -3.50533  -1.55991  0.91105  0.350
H  -3.11431  -2.38755  -0.61996  0.247
H  -5.29999  0.26817  0.12889  0.492
H  -4.65423  1.28934  -1.16101  0.214
H  -3.25631  0.71797  1.50110  0.188
H  -4.21787  2.17111  1.18212  0.529
H  -1.66957  3.86602  -0.02757  0.322
H  -3.44041  3.76918  -0.10073  0.452
H  -2.53894  4.26616  -2.28582  0.613
H  -3.23313  2.63301  -2.34362  0.200
H  -0.80082  3.88170  -3.93439  0.340
H  -1.66352  2.35942  -4.26537  0.370
H  0.07190  2.33904  -3.84492  0.284
C  3.36175  0.98147  -0.30422  -1.032
C  3.44297  0.81344  1.19000  1.034
C  4.01922  1.80471  1.97811  -0.953
C  4.21298  1.62601  3.33912  -0.811
C  3.84835  0.43055  3.94033  -0.757
C  3.25072  -0.56032  3.18050  -0.277
C  3.02768  -0.35678  1.82711  0.319
N  2.45599  -1.42343  1.05507  0.003
C  1.40691  -1.28741  0.20150  -0.256
N  1.51845  -2.04032  -0.93424  0.062
C  0.75868  -2.18743  -2.09113  0.023
C  -0.39827  -1.54060  -2.47763  0.489
C  -1.15217  -1.74647  -3.61027  -0.865
C  -0.68517  -2.71195  -4.48709  -1.030
C  0.50752  -3.36478  -4.20214  -0.851
C  1.23769  -3.11925  -3.05227  0.909
C  2.56094  -3.80526  -2.82626  -1.675
N  0.37216  -0.54616  0.44590  -0.022
C  0.17626  0.08574  1.71841  0.195
C  0.36887  1.45951  1.83224  0.349
C  0.13301  2.10358  3.03256  -1.375
C  -0.31777  1.37446  4.12526  -0.972
C  -0.54646  0.01503  3.99604  -0.856
C  -0.31731  -0.65365  2.79383  1.189
C  -0.58550  -2.13249  2.68308  -1.812
H  3.94080  1.84958  -0.61164  0.527
H  2.33284  1.12405  -0.65362  0.037
H  3.77286  0.10901  -0.81597  0.261
H  4.35203  2.72218  1.50776  0.426
H  4.67488  2.41001  3.92407  0.444
H  4.03925  0.26784  4.99232  0.437
H  2.96189  -1.50213  3.63265  0.457
H  2.93843  -2.30903  1.09351  0.298
H  2.34483  -2.61659  -0.94635  0.163
H  -2.06010  -1.20531  -3.82957  0.555
H  -1.24103  -2.92562  -5.38954  0.440
H  0.88354  -4.09325  -4.90870  0.419
H  2.83703  -4.37099  -3.71246  0.414
H  2.51893  -4.51200  -1.99276  0.390
H  3.35944  -3.07925  -2.65214  0.419
H  0.70525  2.01758  0.96242  0.571
H  0.29936  3.16950  3.11709  0.583
H  -0.50629  1.86879  5.06873  0.495
H  -0.91288  -0.55419  4.84243  0.504
H  -1.43479  -2.41365  3.30439  0.563
H  0.27440  -2.70915  3.03290  0.273
H  -0.79056  -2.42653  1.65335  0.300

Summary:
Net charge   +2
Electronic energy   -1650.41767 a.u.
HOMO level   -13.441 eV